Entry from OMol25: a structure of composition C16H31F3P2Sn in a non-equilibrium geometry (the ωB97M-V functional and the def2-TZVPD basis).

The geometry in XYZ format:
```
53
Properties=species:S:1:pos:R:3:forces:R:3
P 0.31060 -2.14881 1.50678 0.7 0.3 -3.0
P -0.01821 1.80295 1.66830 -0.6 -0.8 -1.4
C 0.12672 -0.72454 0.31261 -0.3 0.6 0.9
C 0.83401 0.61023 0.55307 0.2 -0.1 0.1
H -0.93804 -0.57475 0.07114 0.3 -0.1 -0.1
H 0.58589 -1.17605 -0.56126 0.0 -0.2 -0.4
H 1.84872 0.45427 0.96006 -0.3 0.1 -0.1
H 0.92793 1.12772 -0.41299 0.1 -0.3 0.1
C -1.34094 2.71217 0.81894 0.0 0.2 -0.3
H -1.69886 3.50636 1.48886 0.1 -0.2 0.0
H -2.19494 2.06752 0.56075 0.3 0.2 0.1
H -0.93717 3.18053 -0.09895 -0.2 -0.1 0.6
C 1.22918 3.00946 2.07239 0.6 0.1 0.8
H 1.15018 3.87301 1.39779 -0.1 -0.3 0.1
H 2.21656 2.53437 1.94819 -0.3 0.3 0.2
H 1.09798 3.32855 3.11355 0.2 0.1 -0.3
C -0.62738 -3.45077 0.66057 -0.3 -0.4 0.7
H -0.56386 -4.39111 1.23804 0.0 0.4 -0.3
H -0.18637 -3.59575 -0.33839 -0.1 0.1 0.3
H -1.67778 -3.15846 0.57489 0.1 -0.1 0.0
C 2.04831 -2.59233 1.23454 0.1 -0.1 1.2
H 2.67834 -1.71362 1.40878 0.0 -0.3 0.0
H 2.17480 -2.96067 0.21472 -0.1 0.0 0.0
H 2.30735 -3.38901 1.95307 0.2 0.3 -0.4
Sn -1.41116 -0.04808 2.84992 1.0 2.0 2.8
C 0.33527 1.50633 -2.57008 0.0 0.3 -0.4
C -0.96806 1.43234 -2.27198 0.6 0.3 -1.1
C -1.97395 0.72638 -3.12957 -0.5 -0.3 0.1
C -1.60216 -0.70193 -3.58443 -0.3 -0.1 -0.1
C -0.79503 -1.51205 -2.60238 0.1 -0.1 -0.6
C 0.54188 -1.54850 -2.60234 -0.2 -0.3 -0.6
C 1.43640 -0.69292 -3.45740 0.4 0.1 -0.2
C 1.01135 0.77481 -3.71448 0.2 0.3 -0.1
C -0.09938 -1.28125 4.18800 0.0 -1.2 0.5
H 0.99203 2.26330 -2.11001 -0.4 -0.4 0.3
H -1.39958 2.06120 -1.51626 0.1 0.1 0.1
H -2.16843 1.31142 -4.04685 0.1 0.0 0.4
H -2.92596 0.69653 -2.58163 0.1 0.0 -0.2
H -2.54822 -1.24388 -3.74925 0.4 0.2 -0.1
H -1.08709 -0.63616 -4.55490 -0.1 -0.3 0.4
H -1.39261 -2.17013 -1.97025 0.3 -0.1 0.0
H 1.08581 -2.33735 -2.06938 -0.3 0.2 0.2
H 1.56096 -1.15669 -4.45479 0.0 0.0 0.4
H 2.44320 -0.68452 -3.01031 -0.3 -0.1 -0.1
H 1.93664 1.33715 -3.92782 -0.4 -0.3 -0.2
H 0.40720 0.80880 -4.63326 0.1 0.2 0.4
H 0.71319 -0.63841 4.53612 -0.1 0.2 -0.4
H 0.29991 -2.20539 3.73174 -0.2 0.4 0.8
H -0.75073 -1.55095 5.03312 0.1 0.1 -0.3
F -1.46630 2.75520 4.53699 0.6 -0.9 -0.1
C -0.82000 1.54543 4.66067 -1.0 0.0 0.7
F 0.52147 1.84752 4.82706 -1.0 -0.5 -0.4
F -1.22967 1.01053 5.84836 0.4 0.4 -0.8
```
Forces are in eV/Å.

Output
Highest occupied orbital energy (spin up / spin down)   -14.713 / -14.768 eV
Total charge   +2
Kohn-Sham gap (spin up / spin down)   0.176 / 0.164 hartree
Energy relative to the best compared isomer or geometry (same formula, charge and spin)   0.0 kJ/mol

natural (NBO) atomic charge list, values in e, 4 entries:
1 P 1.270
2 P 1.085
3 C -0.789
4 C -0.775